(1)
This record from the OMol25 dataset describes a single FH3OP2 molecule. The level of theory is ωB97M-V/def2-TZVPD.

SMILES ... O[PH]#[PH]F
2S+1 ... 1
Gap between HOMO and LUMO ... 8.9845 eV

Each line ends with the Löwdin charge.
Positions of all 7 atoms, in Å:
O -1.526 0.411 -0.060  -0.539
F 2.416 -0.448 0.215  -0.495
P -0.362 -0.797 -0.083  0.592
P 1.314 0.708 -0.170  0.644
H -2.400 0.168 0.390  0.073
H -0.509 -1.078 -1.419  -0.136
H 1.068 1.037 1.127  -0.140

***

(2)
This record from the OMol25 dataset describes a 2-piece molecular cluster, FH3OP2 overall. The level of theory is ωB97M-V/def2-TZVPD.

⟨S²⟩ ... 2.01
2S+1 ... 3
Gap between HOMO and LUMO (alpha / beta) ... 8.4751 / 7.5921 eV

Each line ends with the Löwdin spin population.
Positions of all 7 atoms, in Å:
O 0.740 0.513 0.236  0.046
F -0.870 -1.874 -2.750  0.132
P 0.060 0.263 -1.243  0.159
P 0.167 -1.855 -1.503  0.698
H 0.166 0.899 0.890  0.020
H 1.198 0.852 -2.101  0.053
H -1.526 -0.987 1.388  0.892

***

(3)
This record from the OMol25 dataset describes FH3P2S2 as an isolated structure. The level of theory is ωB97M-V/def2-TZVPD.

2S+1 ... 1
Gap between HOMO and LUMO ... 8.3287 eV

Each line ends with the Löwdin charge.
Positions of all 8 atoms, in Å:
F -1.207 1.227 -0.619  -0.546
P 0.707 -0.595 0.478  0.447
P -1.982 -0.254 -0.265  0.247
S -3.202 0.225 1.054  0.159
S 2.115 0.677 -0.564  0.351
H 0.653 -1.661 -0.303  -0.170
H 1.690 -1.125 1.143  -0.193
H 1.226 1.505 -0.924  -0.294

***

Ordered energy results: -23391.1179; -23387.5823; -43014.1062; unit eV.
Ordered energy above the lowest of the compared OMol25 structures with the same formula, charge and spin results: 0.6445; 0.9063; 1.2586; unit eV.